19
Properties=species:S:1:pos:R:3:lowdin_charge:R:1 method="wB97M-V/def2-TZVPD" lumo_ev=1.1 e_above_lowest_kj_mol=62.6 gap_ev=12.464
C -0.154 -2.063 -1.555 -0.13
C 0.305 -2.559 -0.193 -0.31
C 0.061 -1.505 0.874 -0.15
H 0.645 -1.429 -2.012 0.08
H -0.988 -1.366 -1.558 0.06
H -0.383 -2.830 -2.286 0.06
H -0.174 -3.513 0.048 0.10
H 1.378 -2.716 -0.235 0.09
H 0.527 -0.547 0.633 0.05
H -1.004 -1.282 1.119 0.08
H 0.321 -1.683 1.926 0.07
C -0.015 2.585 1.146 -0.17
C -0.175 3.221 -0.271 -0.18
H 1.061 2.577 1.387 0.06
H -0.466 3.291 1.881 0.07
H -0.426 1.591 0.997 0.04
H -1.150 3.748 -0.285 0.06
H -0.225 2.439 -1.056 0.06
H 0.695 3.842 -0.503 0.05